1:
Density functional theory data (wB97M-V/def2-TZVPD) for a cluster of 4 separate species, C19H31N5O3 in total.

CARTESIAN COORDINATES (ANGSTROEM)
N1 6.090 1.654 -3.650
C1 5.061 1.712 -4.144
O1 3.857 1.785 -4.593
C2 2.909 1.704 -3.464
C3 2.358 3.087 -3.102
N2 1.102 3.462 -3.830
C4 0.631 2.432 -4.780
C5 0.447 1.100 -4.053
C6 -0.383 1.274 -2.753
O2 0.260 1.351 -1.676
O3 -1.600 1.328 -2.812
C7 1.860 0.588 -3.674
H1 3.510 1.402 -2.602
H2 3.136 3.814 -3.372
H3 2.203 3.211 -2.029
H4 1.294 4.320 -4.349
H5 0.394 3.731 -3.139
H6 1.311 2.363 -5.636
H7 -0.325 2.791 -5.179
H8 -0.101 0.451 -4.741
H9 2.212 -0.002 -4.538
H10 1.855 -0.110 -2.840
C8 -0.813 2.323 2.880
C9 0.307 1.302 2.724
C10 1.689 1.858 3.078
C11 2.105 2.910 2.162
N3 2.433 3.737 1.440
H11 -0.685 3.164 2.197
H12 -1.775 1.861 2.661
H13 -0.850 2.711 3.901
H14 0.307 0.921 1.700
H15 0.099 0.454 3.380
H16 2.421 1.049 3.042
H17 1.692 2.239 4.102
C12 -3.269 -1.745 2.923
C13 -2.376 -1.812 4.157
C14 -3.115 -1.455 5.450
C15 -3.563 -0.062 5.470
N4 -3.914 1.031 5.481
H18 -3.636 -0.731 2.750
H19 -2.712 -2.050 2.040
H20 -4.130 -2.409 3.027
H21 -1.518 -1.153 4.017
H22 -1.983 -2.825 4.249
H23 -2.449 -1.620 6.299
H24 -3.972 -2.117 5.588
C16 -0.705 -5.670 -0.445
C17 -1.252 -4.315 -0.880
C18 -0.373 -3.141 -0.440
C19 -0.322 -2.999 1.013
N5 -0.292 -2.882 2.155
H25 -0.670 -5.755 0.643
H26 -1.341 -6.472 -0.819
H27 0.303 -5.829 -0.834
H28 -2.264 -4.190 -0.490
H29 -1.328 -4.299 -1.969
H30 -0.765 -2.215 -0.867
H31 0.640 -3.264 -0.831

Calculated values
LUMO level: -0.499 eV
HOMO energy: -8.385 eV
2S+1: 1

***

2:
Density functional theory data (wB97M-V/def2-TZVPD) for an isolated molecule of C19H31N5O3.

CARTESIAN COORDINATES (ANGSTROEM)
C1 -0.568 4.152 1.891
C2 -2.018 3.719 2.060
C3 -2.289 3.198 3.470
C4 -3.705 2.667 3.599
O1 -3.960 1.647 2.645
C5 -3.824 2.133 1.328
C6 -2.401 2.631 1.052
C7 -2.358 3.166 -0.374
O2 -2.725 4.308 -0.608
N1 -1.958 2.317 -1.363
C8 -1.891 2.805 -2.730
C9 -1.480 0.963 -1.140
C10 0.013 0.890 -0.831
C11 0.482 -0.554 -0.592
C12 1.078 -0.747 0.807
C13 1.446 -2.195 1.048
O3 0.624 -2.980 1.488
N2 2.727 -2.601 0.749
C14 2.975 -4.040 0.801
C15 2.482 -4.739 -0.478
C16 2.927 -3.892 -1.622
C17 3.428 -2.624 -1.531
N3 3.703 -2.167 -2.776
N4 3.396 -3.094 -3.630
N5 2.921 -4.145 -2.945
C18 2.532 -5.354 -3.638
C19 3.565 -1.903 -0.228
H1 0.108 3.305 2.049
H2 -0.390 4.556 0.894
H3 -0.306 4.923 2.618
H4 -2.667 4.578 1.867
H5 -1.586 2.392 3.706
H6 -2.126 3.995 4.201
H7 -3.879 2.221 4.577
H8 -4.429 3.483 3.459
H9 -4.090 1.310 0.664
H10 -4.526 2.960 1.150
H11 -1.718 1.790 1.189
H12 -2.140 3.861 -2.736
H13 -0.886 2.669 -3.135
H14 -2.598 2.265 -3.365
H15 -2.051 0.483 -0.344
H16 -1.693 0.391 -2.047
H17 0.570 1.348 -1.651
H18 0.215 1.503 0.052
H19 -0.362 -1.242 -0.695
H20 1.206 -0.849 -1.355
H21 1.927 -0.079 0.959
H22 0.325 -0.503 1.558
H23 4.053 -4.180 0.906
H24 2.479 -4.448 1.676
H25 2.892 -5.750 -0.534
H26 1.393 -4.821 -0.453
H27 1.610 -5.741 -3.209
H28 2.372 -5.097 -4.681
H29 3.313 -6.110 -3.567
H30 3.264 -0.865 -0.325
H31 4.600 -1.909 0.125

Calculated values
LUMO level: 0.617 eV
HOMO energy: -9.194 eV
2S+1: 1

***

Short version: 2, 1, most stable first.

***

1:
Density functional theory data (wB97M-V/def2-TZVPD) for an isolated molecule of C9H14N2O5.

CARTESIAN COORDINATES (ANGSTROEM)
C1 -1.527 -0.242 -0.556
C2 -0.550 0.877 -0.214
C3 -2.987 0.255 -0.446
C4 -3.360 0.734 0.931
C5 1.389 -0.656 -0.645
C6 1.464 -1.662 0.534
C7 2.782 -0.224 -1.093
C8 3.101 0.938 -0.078
C9 1.715 1.614 0.056
H1 -1.812 -2.168 -0.118
H2 -1.451 -1.307 1.188
H3 -1.364 -0.463 -1.605
H4 -3.697 -0.539 -0.657
H5 -3.162 1.090 -1.132
H6 -4.429 1.878 1.884
H7 0.790 -1.149 -1.405
H8 3.419 -1.092 -0.951
H9 2.908 0.121 -2.125
H10 3.775 1.719 -0.380
H11 3.428 0.422 0.831
H12 1.579 1.965 1.154
H13 1.609 2.487 -0.651
H14 1.704 -3.469 0.847
N1 -1.221 -1.448 0.201
N2 0.779 0.565 -0.283
O1 -0.943 1.967 0.058
O2 -2.871 0.261 1.923
O3 -4.238 1.771 0.973
O4 1.549 -1.317 1.681
O5 1.622 -2.929 0.078

Calculated values
LUMO level: 0.622 eV
HOMO energy: -9.226 eV
2S+1: 1

***

2:
Density functional theory data (wB97M-V/def2-TZVPD) for an isolated molecule of C9H14N2O5.

CARTESIAN COORDINATES (ANGSTROEM)
C1 0.219 -0.059 -2.010
C2 -0.064 -1.529 -1.646
C3 1.769 0.362 -1.679
C4 1.597 1.765 -1.040
C5 0.170 2.175 -1.473
C6 -0.086 -1.141 0.851
C7 0.412 -2.034 2.027
C8 -1.488 -0.590 1.227
C9 -1.398 0.718 2.030
H1 -1.431 1.079 -2.015
H2 0.067 -0.145 -3.111
H3 2.213 -0.316 -0.954
H4 2.372 0.307 -2.606
H5 1.646 1.696 0.062
H6 2.369 2.498 -1.352
H7 -0.283 2.857 -0.762
H8 0.087 2.664 -2.436
H9 -0.550 -2.785 -0.232
H10 0.510 -0.237 0.760
H11 -2.121 -1.332 1.746
H12 -2.083 -0.348 0.325
H13 -2.523 1.867 2.990
H14 1.180 -2.000 3.757
N1 -0.624 0.932 -1.399
N2 -0.062 -1.897 -0.327
O1 -0.148 -2.371 -2.501
O2 0.457 -3.211 1.910
O3 -0.415 1.396 2.180
O4 -2.594 1.019 2.536
O5 0.802 -1.337 3.140

Calculated values
LUMO level: 0.520 eV
HOMO energy: -9.407 eV
2S+1: 1

***

Short version: 1, 2, most stable first.